A cluster of 3 separate species, C4H12NO2 in total at a distorted geometry. Source: the OMol25 dataset; level of theory: ωB97M-V/def2-TZVPD.

```
19
Properties=species:S:1:pos:R:3:forces:R:3:mulliken_charge:R:1
C 1.023 1.215 1.486 0.8 2.0 0.3 -1.281
C -0.175 1.312 0.615 -0.5 -2.3 -1.7 0.725
C -1.426 1.662 0.823 -0.9 0.4 1.0 -0.728
C 1.121 0.002 -1.148 -2.7 4.0 2.5 -0.057
N -0.040 0.398 -0.571 5.3 -0.7 -1.0 -0.083
H 1.228 0.165 1.521 0.6 -0.6 0.0 0.264
H 0.791 1.476 2.552 0.4 0.4 -1.2 0.373
H 1.909 1.809 1.023 -1.3 -1.0 1.3 0.345
H -2.330 1.377 0.243 1.1 0.4 0.1 0.286
H -1.618 2.200 1.751 -0.1 0.0 -0.3 0.270
H 1.167 -0.753 -1.991 0.1 0.9 1.5 0.270
H 1.809 0.760 -0.646 0.7 -1.8 -2.0 0.218
H -0.633 -0.350 -0.642 -3.4 -1.7 -0.7 0.362
H 1.220 -2.036 1.541 -0.8 -0.1 -1.6 0.314
H 0.437 -3.187 0.973 0.2 1.4 -0.9 0.322
O 0.698 -2.256 0.707 0.6 -1.3 2.5 -0.602
H -2.492 -1.055 -2.523 2.7 0.1 0.1 0.315
H -1.228 -1.711 -3.224 -0.6 1.7 1.9 0.324
O -1.462 -1.028 -2.491 -2.1 -2.0 -2.0 -0.637
```
Forces are in eV/Å.

Calculated values
LUMO: -4.82 eV
orbital gap: 9.520 eV
E: -364.49770 a.u.
total charge: +1